Density functional theory data (ωB97M-V with the def2-TZVPD basis set) for a cluster of 4 separate species, C28H63NO11P in total.

```
104
Properties=species:S:1:pos:R:3:forces:R:3:lowdin_charge:R:1
C 0.686 1.699 -1.413 -0.077 -0.320 0.166 -0.0607
C 1.698 0.922 -0.594 0.119 0.199 0.180 -0.2237
O 1.005 -0.182 0.028 -0.030 0.105 -0.641 -0.0477
C 1.821 -1.234 0.330 0.174 -0.011 0.279 -0.5250
O 2.835 -1.088 0.958 -0.074 0.005 -0.066 0.1169
C 1.297 -2.517 -0.227 -0.316 -0.487 0.102 -0.1087
C 1.385 -2.588 -1.773 -0.046 -0.077 0.018 -0.1836
C 2.674 -2.004 -2.403 0.024 -0.429 -0.294 -0.4472
N 3.400 -3.014 -3.149 -0.243 0.238 0.245 -0.3412
P 5.014 -2.738 -3.226 0.131 -0.139 -0.172 0.7582
C 5.350 -2.126 -4.976 -0.006 0.378 -0.083 -0.4535
C 5.275 -0.588 -4.965 -0.043 -0.250 -0.071 -0.2238
C 5.743 -4.442 -3.447 0.092 -0.227 0.249 -0.4498
C 6.861 -4.718 -2.426 -0.022 -0.157 -0.230 -0.2240
H 1.087 2.680 -1.676 -0.084 -0.070 -0.069 0.0772
H 0.440 1.142 -2.324 0.010 0.170 0.116 0.0607
H -0.233 1.819 -0.826 0.157 0.134 -0.130 0.0765
H 2.173 1.548 0.169 -0.128 -0.096 -0.005 0.1189
H 2.488 0.511 -1.229 -0.039 0.103 0.062 0.1105
H 0.238 -2.595 0.055 0.126 -0.004 0.033 0.0962
H 1.829 -3.347 0.252 0.070 0.207 -0.174 0.1233
H 0.488 -2.119 -2.200 0.145 0.044 0.112 0.0931
H 1.354 -3.644 -2.063 0.004 0.145 0.046 0.0907
H 2.355 -1.162 -3.054 -0.002 0.104 0.143 0.0697
H 3.306 -1.569 -1.608 -0.035 0.134 -0.002 0.0572
H 6.317 -2.486 -5.349 0.007 0.150 0.056 0.0453
H 4.566 -2.518 -5.641 0.077 -0.105 0.180 0.0546
H 4.371 -0.296 -4.413 0.092 0.101 -0.189 0.0370
H 5.235 -0.162 -5.977 -0.009 0.028 0.161 0.0422
H 6.126 -0.152 -4.430 -0.092 -0.070 -0.082 0.0476
H 4.919 -5.147 -3.293 0.065 0.086 -0.113 0.0494
H 6.132 -4.588 -4.461 -0.086 0.057 0.048 0.0474
H 6.440 -4.923 -1.437 0.074 0.147 -0.040 0.0520
H 7.537 -3.860 -2.341 -0.080 -0.093 0.036 0.0391
H 7.462 -5.589 -2.719 -0.055 0.036 0.087 0.0455
C -2.321 -0.865 1.743 -0.012 -0.035 -0.114 -0.1040
O -2.574 -2.146 2.282 -0.038 0.111 0.278 -0.1921
C -1.405 -2.849 2.668 0.040 -0.018 -0.264 -0.2019
C -1.585 -3.577 3.978 0.014 -0.106 -0.071 -0.1787
O -1.684 -2.729 5.110 0.078 -0.037 0.142 -0.1157
C -2.897 -2.045 5.339 -0.024 0.189 -0.007 -0.1959
C -4.029 -2.899 5.861 -0.159 0.002 0.071 -0.2025
O -4.560 -3.753 4.865 0.204 -0.042 -0.096 -0.1916
C -4.907 -5.037 5.322 -0.077 0.023 0.015 -0.1192
H -1.954 -0.921 0.712 0.054 0.009 0.015 0.0860
H -3.262 -0.316 1.754 -0.013 -0.022 -0.030 0.0838
H -1.583 -0.318 2.340 0.002 0.004 0.004 0.0856
H -0.555 -2.163 2.747 -0.008 0.006 0.032 0.1261
H -1.167 -3.593 1.896 0.111 0.003 0.018 0.1249
H -0.673 -4.154 4.143 -0.020 -0.037 0.002 0.1302
H -2.421 -4.278 3.925 -0.068 0.118 -0.026 0.1189
H -3.214 -1.475 4.461 -0.041 -0.135 -0.045 0.1204
H -2.661 -1.331 6.132 -0.036 0.034 -0.010 0.1143
H -4.821 -2.225 6.215 0.017 -0.021 0.089 0.1241
H -3.671 -3.483 6.718 0.022 -0.028 -0.027 0.1245
H -4.107 -5.476 5.928 0.001 -0.003 -0.007 0.0871
H -5.064 -5.662 4.445 -0.034 0.008 -0.003 0.0874
H -5.830 -5.024 5.915 0.019 0.002 0.032 0.0855
C -3.522 2.095 -7.907 -0.006 0.027 -0.064 -0.1203
O -2.131 2.243 -8.045 0.077 -0.119 0.169 -0.1906
C -1.617 3.478 -7.586 -0.083 0.091 -0.134 -0.2063
C -0.326 3.314 -6.817 0.137 0.082 -0.066 -0.1931
O -0.467 2.712 -5.548 -0.029 0.057 0.123 -0.1204
C -0.638 1.306 -5.480 -0.072 -0.139 0.077 -0.1822
C 0.578 0.478 -5.821 -0.011 -0.331 0.028 -0.2007
O 0.823 0.482 -7.213 -0.093 0.472 -0.150 -0.2003
C 2.178 0.385 -7.582 0.032 -0.326 0.018 -0.1105
H -4.070 2.650 -8.679 -0.010 0.033 0.025 0.0842
H -3.750 1.035 -8.013 -0.001 0.002 -0.037 0.0870
H -3.866 2.429 -6.922 -0.001 -0.009 0.005 0.0869
H -2.350 3.987 -6.948 -0.005 -0.043 0.024 0.1215
H -1.412 4.125 -8.450 -0.047 0.068 0.025 0.1239
H 0.033 4.325 -6.604 0.054 -0.003 -0.046 0.1266
H 0.429 2.811 -7.426 -0.107 -0.100 0.005 0.1215
H -1.492 0.975 -6.077 0.070 0.046 -0.093 0.1194
H -0.869 1.108 -4.431 -0.028 0.015 -0.004 0.1168
H 0.365 -0.552 -5.504 0.127 0.003 0.135 0.1330
H 1.452 0.825 -5.258 0.008 0.081 -0.053 0.1254
H 2.813 1.103 -7.051 -0.075 0.025 0.062 0.0853
H 2.231 0.590 -8.651 0.010 -0.017 -0.010 0.0835
H 2.562 -0.623 -7.394 0.104 0.037 0.031 0.0892
C -0.020 5.113 8.674 -0.027 0.060 0.040 -0.1172
O -1.168 4.980 7.871 0.030 -0.204 -0.106 -0.1936
C -1.141 5.728 6.670 -0.009 0.164 0.096 -0.2050
C -1.688 4.947 5.498 -0.113 0.069 -0.054 -0.1900
O -0.862 3.889 5.058 0.090 0.017 -0.117 -0.1157
C -0.830 2.688 5.806 0.087 -0.080 0.097 -0.1785
C -2.055 1.818 5.660 -0.098 -0.178 0.064 -0.1973
O -3.182 2.365 6.327 0.046 0.239 -0.098 -0.1923
C -4.394 2.209 5.629 -0.017 -0.082 0.051 -0.1138
H -0.015 6.062 9.223 0.025 0.019 -0.027 0.0855
H -0.027 4.295 9.393 -0.023 0.019 0.023 0.0866
H 0.896 5.046 8.077 0.001 -0.010 0.001 0.0883
H -0.119 6.050 6.440 0.013 -0.048 0.008 0.1236
H -1.762 6.627 6.792 0.061 0.058 -0.019 0.1250
H -1.719 5.640 4.653 -0.065 0.003 -0.001 0.1286
H -2.710 4.614 5.697 0.067 -0.065 0.109 0.1193
H -0.612 2.872 6.861 -0.121 0.049 -0.009 0.1201
H 0.005 2.124 5.384 0.023 -0.003 0.036 0.1330
H -1.829 0.838 6.097 0.054 -0.042 -0.107 0.1156
H -2.271 1.675 4.595 -0.006 0.029 -0.006 0.1234
H -4.290 2.496 4.577 -0.002 0.007 0.002 0.0890
H -5.128 2.862 6.100 -0.009 -0.025 0.024 0.0859
H -4.762 1.177 5.675 0.016 -0.010 -0.035 0.0820
```
Forces are in eV/Å.

The calculation puts the electronic energy at -2328.2114 Eh. Its max |F| is 0.65 eV/Å. The value obtained for the frontier orbital gap is 4.77 eV. The value obtained for the HOMO energy is -2.69 eV. The total charge is -1.